Molecular formula: C4H5F2N
Method: DFT, ωB97M-V with the def2-TZVPD basis set

Last column: Löwdin charge in e.
CARTESIAN COORDINATES (ANGSTROEM)
1 C -1.8170 -2.6307 1.6492  -0.089
2 C -0.2472 1.2047 -0.7594  -0.064
3 C -1.1274 0.2096 -0.6601  -0.387
4 C 0.0975 2.0129 0.4695  -0.104
5 N -1.4573 -3.5252 0.9889  0.063
6 F -1.6752 -0.1909 0.4680  0.098
7 F -1.5374 -0.5807 -1.6674  0.101
8 H -2.4253 -1.9979 2.2310  0.043
9 H 0.3018 1.3102 -1.7029  0.118
10 H 0.1139 1.4068 1.3555  0.060
11 H -0.6800 2.7584 0.7734  0.085
12 H 0.9172 2.7460 0.4363  0.076

SMILES: CC=C(F)F.C#N
E_HOMO in hartree: -0.3531
ΔE to the lowest compared entry with this formula, charge and spin in kcal/mol: 31.5
Orbital gap in eV: 10.47

---

Molecular formula: C4H5F2N2O
Method: DFT, ωB97M-V with the def2-TZVPD basis set

Last column: Löwdin charge in e.
CARTESIAN COORDINATES (ANGSTROEM)
1 C 1.8050 1.5229 0.0063  -0.140
2 C 1.8545 0.1057 -0.1881  -0.204
3 C -2.0845 -0.0494 -0.1789  -0.219
4 C 1.1420 -0.8053 0.5890  -0.052
5 N -1.5165 0.8252 0.2795  0.288
6 N -2.8087 -1.0550 -0.5437  0.183
7 O 0.8305 2.0659 0.4306  0.100
8 F 2.5490 -0.3624 -1.2441  0.105
9 F 1.2014 -2.0719 0.2868  0.117
10 H 2.7911 2.0543 -0.0680  0.177
11 H 0.6854 -0.5084 1.5429  0.150
12 H -0.4207 1.3366 0.2977  0.133
13 H -3.8422 -1.1284 -0.6875  0.178
14 H -2.1864 -1.9299 -0.5223  0.185

E_HOMO in hartree: -0.5268
Net charge: +1
ΔE to the lowest compared entry with this formula, charge and spin in kcal/mol: 0.0
Orbital gap in eV: 9.62

---

Molecular formula: C4H5F2N4S
Method: DFT, ωB97M-V with the def2-TZVPD basis set

Last column: Löwdin charge in e.
CARTESIAN COORDINATES (ANGSTROEM)
1 C 3.4039 -1.0374 -0.1083  -0.848
2 C -1.3244 0.1396 -0.7667  -0.088
3 C -1.5029 -1.3256 -0.4408  -0.061
4 C -2.7402 -1.6756 -0.1556  -0.367
5 N 1.5128 -1.7802 -0.5244  -0.131
6 N 3.5605 -2.3665 0.0088  -0.047
7 N 2.3418 -2.7420 -0.2185  -0.173
8 N 2.1792 -0.6509 -0.4235  -0.079
9 F -3.4558 -2.7765 0.0012  0.097
10 F -3.7463 -0.7462 -0.1420  0.027
11 S 4.6073 0.3113 0.2480  0.606
12 H -2.1883 0.7336 -0.8323  0.049
13 H -0.5879 0.5733 -0.1047  0.066
14 H -0.7605 0.0957 -1.6684  0.063
15 H -0.5634 -1.8366 -0.5331  0.054
16 H 3.5913 1.0610 0.7413  -0.168

E_HOMO in hartree: -0.1754
Net charge: -1
ΔE to the lowest compared entry with this formula, charge and spin in kcal/mol: 3.3
Orbital gap in eV: 8.02

---

Molecular formula: C4H5F2NS
Method: DFT, ωB97M-V with the def2-TZVPD basis set

Last column: Löwdin charge in e.
CARTESIAN COORDINATES (ANGSTROEM)
1 C 1.3418 -0.8903 0.2767  -0.224
2 C 0.3980 -0.0466 -0.5763  -0.280
3 C -1.3557 0.9168 0.3286  -0.193
4 C -0.9474 -0.5017 -0.2676  -0.781
5 H 1.3235 -0.6087 1.3232  0.154
6 H 0.7348 -0.4244 -1.6208  0.201
7 H 0.2117 2.0640 -0.4844  0.088
8 H -2.1917 1.5142 -0.3152  0.145
9 H -1.8620 1.1145 1.3331  0.120
10 N 0.0159 1.2627 0.0186  0.015
11 F 2.7532 -0.3423 -0.0712  -0.103
12 F 1.3694 -2.2471 0.1195  0.054
13 S -1.7914 -1.8113 -0.0643  0.805

SMILES: FC(F)[C@@H]1NCC1=S
E_HOMO in hartree: -0.3319
ΔE to the lowest compared entry with this formula, charge and spin in kcal/mol: 62.0
Orbital gap in eV: 8.41

---

Molecular formula: C4H5F3
Method: DFT, ωB97M-V with the def2-TZVPD basis set

Last column: Löwdin charge in e.
CARTESIAN COORDINATES (ANGSTROEM)
1 C 0.9668 -0.7211 -1.8329  0.020
2 C -0.0654 -1.4899 -1.5939  -0.246
3 C 0.0537 1.6889 1.7995  0.104
4 C -0.8817 0.7463 1.4980  -0.528
5 F -0.1045 -2.4226 -0.6130  -0.017
6 F -1.6216 0.1232 2.3266  0.168
7 F -1.3154 0.6256 0.2795  0.122
8 H 1.8397 -1.0384 -1.3084  0.061
9 H 0.9805 0.0454 -2.5636  0.051
10 H 0.3876 1.7959 2.7871  0.040
11 H -1.1507 -1.3961 -1.9121  0.131
12 H 0.9111 2.0428 1.1332  0.093

E_HOMO (alpha / beta) in hartree: -0.2043 / -0.3716
ΔE to the lowest compared entry with this formula, charge and spin in kcal/mol: 16.1
Orbital gap (alpha / beta) in eV: 6.54 / 8.21
2S+1: 3

---

Molecular formula: C4H5F3IN
Method: DFT, ωB97M-V with the def2-TZVPD basis set

Last column: Löwdin charge in e.
CARTESIAN COORDINATES (ANGSTROEM)
1 C -1.1227 0.8634 0.0541  -0.237
2 C 0.7337 -0.4323 -1.2801  -0.105
3 C -0.0619 -0.4191 0.0580  -0.799
4 C 0.8458 -0.4212 1.2052  -0.794
5 N -1.2869 1.6567 -0.8802  0.134
6 F 0.1317 -0.4131 2.3626  0.064
7 F 1.5126 0.7627 1.2506  0.132
8 F 1.6448 -1.4327 1.2924  0.169
9 I -1.2184 -2.1586 0.2516  1.033
10 H -1.7773 0.7920 1.0177  0.132
11 H 1.4952 -1.1458 -1.3170  0.057
12 H 1.0520 0.6473 -1.3048  0.102
13 H -0.0470 -0.6719 -2.0386  0.080
14 H -1.9016 2.3726 -0.6714  0.035

E_HOMO in hartree: -0.3629
ΔE to the lowest compared entry with this formula, charge and spin in kcal/mol: 0.0
Orbital gap in eV: 10.15

---

Molecular formula: C4H5F3O
Method: DFT, ωB97M-V with the def2-TZVPD basis set

Last column: Löwdin charge in e.
CARTESIAN COORDINATES (ANGSTROEM)
1 C 1.8199 0.0897 1.1771  -0.012
2 C 1.4632 -0.6088 0.1601  -0.274
3 C -2.0848 -0.1690 -0.7314  -0.058
4 C -2.6486 -0.8194 0.2576  -0.413
5 O 0.5606 -0.2015 -0.8151  -0.071
6 F -1.7630 1.1691 -0.6458  -0.008
7 F -2.9405 -2.0953 0.0656  0.130
8 F -3.0622 -0.3795 1.3769  0.206
9 H 2.7485 -0.0990 1.7956  0.084
10 H 1.2173 0.9004 1.4879  0.046
11 H 1.8373 -1.5841 -0.2206  0.127
12 H -1.5817 -0.6541 -1.6051  0.146
13 H 0.2269 0.7190 -0.6581  0.098

SMILES: FC=C(F)F.C=CO
E_HOMO in hartree: -0.3413
ΔE to the lowest compared entry with this formula, charge and spin in kcal/mol: 42.0
Orbital gap in eV: 10.13

---

Molecular formula: C4H5F5S2
Method: DFT, ωB97M-V with the def2-TZVPD basis set

Last column: Löwdin charge in e.
CARTESIAN COORDINATES (ANGSTROEM)
1 C -2.2454 0.2766 -0.1858  -0.094
2 C -1.0583 -0.6946 -0.0213  -0.742
3 C 1.0114 0.6183 -0.4460  -0.645
4 C 2.0362 -0.0397 0.3503  -0.630
5 F -1.0267 -0.8758 1.3190  -0.060
6 F 1.0050 0.2882 -1.7442  0.003
7 F 1.9275 -1.3523 0.2131  0.143
8 F 3.2967 0.2124 -0.1604  0.113
9 F 1.9323 0.3345 1.6569  0.121
10 S -1.1204 -2.2219 -0.8795  0.801
11 S 0.5455 2.2458 -0.2061  0.928
12 H -2.9881 0.1577 0.6340  0.104
13 H -1.8072 1.2212 -0.1825  -0.017
14 H -2.7178 0.2195 -1.1838  0.086
15 H -0.2284 -2.9075 0.0755  -0.024
16 H 1.4378 2.5180 0.7606  -0.088

E_HOMO (alpha / beta) in hartree: -0.2995 / -0.3042
ΔE to the lowest compared entry with this formula, charge and spin in kcal/mol: 0.0
Orbital gap (alpha / beta) in eV: 7.75 / 8.01

---

Molecular formula: C4H5FN2
Method: DFT, ωB97M-V with the def2-TZVPD basis set

Last column: Löwdin charge in e.
CARTESIAN COORDINATES (ANGSTROEM)
1 C -0.9705 -1.8319 1.4526  -0.079
2 C -1.4609 -0.1434 0.1285  -0.178
3 C 0.1278 -1.2196 0.9961  -0.024
4 C 0.8823 0.5664 -0.6335  0.016
5 N -1.9850 -1.0539 0.8822  0.058
6 N -0.0892 -0.2328 0.1411  -0.092
7 F 1.9582 -1.6320 1.2469  -0.244
8 H -1.1435 -2.6938 2.1183  0.123
9 H -2.0064 0.7702 -0.1829  0.144
10 H 1.7602 0.8969 -0.0066  0.113
11 H 1.4749 -0.0746 -1.2887  0.096
12 H 0.2551 1.3160 -0.9991  0.066

E_HOMO in hartree: -0.3605
ΔE to the lowest compared entry with this formula, charge and spin in kcal/mol: 82.0
Orbital gap in eV: 9.42

---

Molecular formula: C4H5FN3
Method: DFT, ωB97M-V with the def2-TZVPD basis set

Last column: Löwdin charge in e.
CARTESIAN COORDINATES (ANGSTROEM)
1 C -0.7168 0.9197 0.8184  -0.145
2 C 0.3313 0.5929 -0.3129  -0.060
3 C -1.2054 1.9609 1.5051  0.279
4 C 1.1758 -1.6111 -1.1974  0.056
5 N -1.1806 -0.3603 1.0859  0.078
6 N -0.6487 -1.2465 0.4649  0.122
7 N 0.3026 -0.7339 -0.4087  -0.036
8 F 0.9053 1.3851 -1.2082  0.203
9 H -2.0027 1.7081 2.1055  0.089
10 H -1.0309 2.9494 1.3460  0.080
11 H 0.7459 -2.6094 -1.3360  0.116
12 H 2.0902 -1.5881 -0.6225  0.115
13 H 1.2340 -1.3666 -2.2403  0.104

SMILES: C=C1N=N[N+](C)=C1F
E_HOMO in hartree: -0.5738
Net charge: +1
ΔE to the lowest compared entry with this formula, charge and spin in kcal/mol: 0.0
Orbital gap in eV: 8.85